This record from the Open Molecules 2025 dataset describes a molecular structure, C41H28BaCl2IN7O4S at a distorted geometry. The level of theory is ωB97M-V/def2-TZVPD.

The calculation puts the HOMO energy at -2.20 eV. As for the frontier orbital gap: 5.8 eV. For the calculated total energy, the calculation gives -3905.388896 a.u. As for the total charge: -2. The value obtained for the energy above the lowest of the compared OMol25 structures with the same formula, charge and spin is 84.4 kJ/mol. For the max |F|, the calculation gives 3.35 eV Å⁻¹.

Geometry (Å):
Ba1 -0.66 0.82 1.31
Cl1 -2.07 5.35 7.03
C1 -2.35 4.26 5.67
C2 -1.26 3.87 4.90
C3 -1.40 3.00 3.82
N1 -0.26 2.50 3.12
C4 0.88 3.19 3.05
O1 1.12 4.37 3.31
C5 2.10 2.31 2.64
C6 3.38 2.80 2.83
C7 4.46 1.96 2.63
C8 4.24 0.65 2.25
C9 2.94 0.24 2.05
N2 1.89 1.04 2.24
C10 -2.71 2.51 3.50
C11 -3.78 2.92 4.30
C12 -3.61 3.78 5.37
Cl2 -5.02 4.24 6.31
N3 -2.86 1.69 2.34
C13 -4.04 1.20 1.95
O2 -5.12 1.17 2.55
C14 -4.07 0.65 0.49
C15 -5.27 0.15 0.00
C16 -5.34 -0.20 -1.34
C17 -4.24 -0.02 -2.16
C18 -3.08 0.48 -1.59
N4 -2.99 0.78 -0.29
H1 -0.28 4.26 5.13
H2 3.48 3.84 3.14
H3 5.47 2.33 2.78
H4 5.06 -0.05 2.09
H5 2.72 -0.78 1.72
H6 -4.77 2.55 4.07
H7 -6.10 0.07 0.68
H8 -6.26 -0.61 -1.74
H9 -4.26 -0.27 -3.21
H10 -2.19 0.64 -2.18
C19 1.39 -3.14 2.55
C20 1.52 -3.10 1.05
N5 2.41 -3.92 0.50
C21 2.54 -3.92 -0.83
C22 1.76 -3.13 -1.67
C23 2.08 -3.21 -3.14
O3 1.82 -4.49 -3.72
C24 0.81 -2.28 -1.10
C25 -0.06 -1.33 -1.88
N6 -0.88 -1.60 -2.81
C26 -1.15 -2.93 -3.20
C27 -0.77 -3.31 -4.49
C28 -1.10 -4.55 -5.01
C29 -1.85 -5.45 -4.25
C30 -2.25 -5.08 -2.98
C31 -1.90 -3.83 -2.45
I1 -2.57 -3.34 -0.57
C32 0.72 -2.20 0.30
O4 -0.06 -1.34 0.90
H11 1.20 -4.17 2.87
H12 0.58 -2.50 2.89
H13 2.31 -2.81 3.03
H14 3.29 -4.57 -1.26
H15 3.14 -3.05 -3.28
H16 1.56 -2.42 -3.70
H17 0.90 -4.71 -3.52
H18 0.05 -0.27 -1.62
H19 -0.20 -2.60 -5.08
H20 -0.77 -4.81 -6.01
H21 -2.13 -6.41 -4.65
H22 -2.83 -5.76 -2.37
S1 0.99 4.08 -2.55
C33 -0.68 4.24 -2.25
C34 -1.12 3.32 -1.35
C35 -0.12 2.39 -0.84
C36 1.07 2.71 -1.44
C37 2.39 2.03 -1.34
C38 3.61 2.72 -1.41
C39 4.80 2.02 -1.39
C40 4.77 0.64 -1.27
C41 3.53 0.04 -1.16
N7 2.37 0.70 -1.20
H23 -1.26 5.00 -2.77
H24 -2.16 3.28 -1.05
H25 3.60 3.81 -1.47
H26 5.74 2.56 -1.44
H27 5.68 0.05 -1.24
H28 3.45 -1.04 -1.04